(1)
64
Properties=species:S:1:pos:R:3:lowdin_charge:R:1 method="wB97M-V/def2-TZVPD" fmax_ev_per_a=4.6 e_above_lowest_kj_mol=551.2 charge=-1 homo_lumo_gap_ev=4.67 e_tot_ev=-194085.2094 homo_energy_ha=-0.1825
Br 0.32390 -2.11531 -1.49118 -0.05
V 1.98584 -0.23692 -0.69430 0.60
S 4.39855 2.53170 0.33485 0.58
S 2.10325 -0.55502 3.10486 0.57
S 4.42977 -3.06384 -0.64328 0.57
F 2.74287 4.36624 -0.65686 0.05
F 3.91396 3.13509 -2.16661 0.09
F 2.25026 -1.80772 5.37736 0.09
F 1.18055 -2.86095 3.78221 0.08
F 2.72655 -3.67603 1.42038 0.10
F 4.57158 -4.89585 1.39718 0.09
F 3.50942 -2.69869 3.77613 0.15
F 2.95505 -5.20618 -0.13950 0.09
F 4.87401 4.74339 -0.99928 0.17
O 0.77098 -0.09073 3.57774 -0.37
O 2.55647 0.19229 -2.19145 -0.38
O -1.26064 1.62287 -4.11397 -0.17
O -1.86351 1.06147 2.18293 -0.17
O 4.59580 -3.73826 -1.94943 -0.35
O 0.92262 0.79980 -0.22951 -0.40
O 2.04292 -0.91428 1.66965 -0.39
O 3.30358 0.24139 3.42936 -0.29
O 3.60418 1.28966 0.13577 -0.38
O 4.05871 3.23179 1.61301 -0.36
O 5.79450 -2.87351 -0.12267 -0.35
O 5.84764 2.22353 0.18256 -0.34
O 3.62558 -1.81383 -0.58647 -0.42
N -2.14612 -1.16597 3.90809 0.25
N -4.06862 1.78771 -4.50971 0.23
C 3.59954 -4.30107 0.63076 -0.57
C -2.10722 -1.43292 2.41603 -0.31
C -1.72295 2.14877 1.31374 -0.11
C -2.96775 -2.58041 1.97472 -0.05
C 0.09104 1.09309 -3.87352 -0.03
C 2.31028 -2.17874 4.07147 -0.62
C -3.44050 1.88190 -3.14499 -0.31
C 3.99029 3.80984 -0.98538 -0.63
C -4.37626 1.39330 -2.05091 -0.03
C -2.42394 -0.18712 1.58544 -0.12
C -2.19319 1.09398 -3.24881 -0.26
H -3.42754 1.95047 -5.27301 0.16
H -5.26079 2.02229 -1.95041 0.08
H -1.97069 -1.86839 4.61231 0.17
H -1.76609 1.12469 -2.24645 0.14
H -1.39813 -0.50284 4.05252 0.12
H -4.05979 1.75482 -1.07253 0.08
H -4.02174 -2.49798 2.24004 0.08
H 0.52332 1.50817 -2.96306 0.08
H -4.50340 0.91249 -4.76478 0.17
H -2.68231 -3.58043 2.30122 0.09
H -4.59826 0.32619 -2.06003 0.10
H -2.41183 0.02843 -3.31876 0.15
H -1.04246 1.91375 0.49532 0.07
H -4.81035 2.47197 -4.55117 0.16
H -2.96988 -0.62064 4.11818 0.16
H -3.48632 -0.06724 1.37315 0.12
H 0.70513 1.38482 -4.72552 0.10
H -1.07914 -1.71693 2.19135 0.15
H 0.05949 0.01306 -3.72985 0.05
H -2.86705 -2.68109 0.89407 0.09
H -1.34210 3.05234 1.78977 0.10
H -2.69459 2.42995 0.90763 0.06
H -2.05564 -0.57555 0.63593 0.11
H -3.34883 2.96318 -3.04238 0.17

---

(2)
49
Properties=species:S:1:pos:R:3:nbo_charge:R:1 method="wB97M-V/def2-TZVPD" fmax_ev_per_a=0.5 homo_lumo_gap_ev=10.18 e_tot_ev=-142060.5876 homo_energy_ha=-0.3560
Br 3.95835 -5.77213 -2.27858 -0.26
S -2.49654 0.46146 2.50223 2.17
S 2.07994 3.30668 -0.42945 2.17
S 1.03167 -3.64070 -2.58877 1.74
P 2.91567 -5.18473 -4.15222 1.28
O -3.39835 1.02207 1.52786 -0.95
O -1.31510 -1.33250 -3.02277 -0.52
O 2.45823 3.68812 -1.76607 -0.94
O 2.64589 -6.69301 -4.68667 -0.98
O 0.93316 -4.21882 -1.27426 -0.90
O -0.47055 -3.50369 -3.14620 -0.72
O 1.35663 2.07917 -0.20824 -0.95
O 1.36400 -4.89964 -3.62691 -1.01
O -1.38132 1.23478 2.98763 -0.95
C -0.35958 -0.62055 -2.23047 -0.08
C -3.45902 -0.15918 3.87996 -0.67
C 3.27249 4.49052 1.64065 -0.40
C 3.51226 3.33578 0.66127 -0.67
C -2.48308 -2.17486 2.90229 -0.40
C 1.18893 4.63402 0.37500 -0.67
C -0.99763 0.64324 -1.67195 -0.64
C 1.75310 4.65331 1.79096 -0.41
C -1.92951 -1.14325 1.91294 -0.68
C -0.78347 -2.27899 -3.85411 0.22
C -3.77979 -1.59788 3.48794 -0.41
H -2.65144 -3.13085 2.40933 0.23
H 0.12021 -1.91937 -4.36414 0.15
H -0.25532 1.43748 -1.68708 0.24
H 2.35843 -6.67685 -5.61069 0.50
H -4.32982 0.47962 4.00584 0.25
H 1.49325 5.57654 2.30654 0.23
H -2.33576 -1.27415 0.91134 0.25
H -1.53881 -2.55854 -4.58365 0.19
H 3.70202 5.41072 1.23994 0.21
H 0.53072 -0.40476 -2.83291 0.17
H -0.03269 -1.26765 -1.40688 0.17
H 4.39998 3.46248 0.04684 0.25
H -0.84317 -1.12290 1.87323 0.26
H 3.75345 4.29277 2.59737 0.23
H -2.82428 -0.11309 4.76454 0.24
H -1.24979 0.50527 -0.62262 0.21
H 3.54304 2.37087 1.16356 0.25
H -4.56824 -1.60817 2.73250 0.22
H -1.76232 -2.34127 3.70511 0.21
H -1.87794 0.93863 -2.23846 0.22
H -4.12872 -2.17290 4.34447 0.23
H 1.41651 5.55112 -0.16834 0.24
H 0.12512 4.41510 0.31863 0.26
H 1.33918 3.82067 2.36348 0.23

---

(3)
51
Properties=species:S:1:pos:R:3:lowdin_charge:R:1 method="wB97M-V/def2-TZVPD" fmax_ev_per_a=9.5 e_above_lowest_kj_mol=18.2 charge=-1 homo_lumo_gap_ev=7.99 e_tot_ev=-72215.1548 homo_energy_ha=-0.1993
V -25.25150 -12.86028 29.86973 1.00
F -29.19424 -13.50120 33.18729 0.11
F -22.81978 -10.58457 25.69699 0.09
F -29.69953 -12.64076 31.27055 0.18
F -29.28297 -11.35784 32.99853 0.09
F -22.68776 -9.79102 27.68783 0.10
F -23.98687 -8.92594 26.24460 0.11
O -24.32540 -12.44147 27.13621 -0.15
O -26.25847 -13.73136 28.92675 -0.33
O -25.39357 -10.90156 28.32843 -0.19
O -21.05875 -15.41454 33.22624 -0.14
O -23.63924 -11.06804 30.82808 -0.15
O -28.73854 -10.63029 28.91247 -0.11
O -24.09928 -13.72338 30.32713 -0.32
O -26.83567 -13.78434 31.55050 -0.16
O -26.87949 -11.68007 31.05517 -0.19
C -28.79286 -11.80750 28.16356 -0.19
C -24.43973 -13.16640 25.92638 -0.24
C -26.47730 -14.75680 32.45361 -0.27
C -28.91731 -12.50871 32.31416 -0.52
C -22.28292 -10.80882 30.76715 -0.17
C -24.72208 -11.10742 27.12264 -0.44
C -23.43416 -14.28795 26.30788 -0.07
C -27.34935 -12.52554 32.02796 -0.38
C -23.59683 -10.12997 26.73154 -0.48
C -25.86885 -15.91038 31.59067 -0.05
C -22.23793 -14.59374 33.01290 -0.12
H -25.38278 -13.71281 25.94016 0.12
H -29.29834 -12.63132 28.66747 0.07
H -21.98978 -13.69236 32.45252 0.06
H -25.39499 -11.09941 26.26519 0.15
H -25.54090 -15.62229 30.59189 0.05
H -21.80365 -11.78657 30.81606 0.08
H -27.78372 -12.15278 27.93881 0.05
H -24.17465 -12.70435 24.97542 0.12
H -29.64970 -10.46418 29.16503 0.07
H -29.35092 -11.61372 27.24753 0.07
H -21.97561 -10.42347 31.73934 0.08
H -23.50553 -15.14565 25.63903 0.06
H -26.56681 -16.74411 31.51431 0.07
H -20.44462 -15.11751 33.90168 0.06
H -25.73542 -14.41031 33.17309 0.11
H -23.73645 -14.66724 27.28403 0.07
H -22.58471 -14.18903 33.96372 0.07
H -27.26975 -15.19212 33.06239 0.11
H -22.45064 -13.81913 26.27630 0.08
H -21.96250 -10.13095 29.97599 0.08
H -23.03501 -15.15707 32.52768 0.06
H -24.98503 -16.24812 32.13187 0.05
H -23.88495 -10.17038 31.06354 0.10
H -26.88465 -12.36143 33.00019 0.14

---

(4)
40
Properties=species:S:1:pos:R:3:nbo_charge:R:1 method="wB97M-V/def2-TZVPD" fmax_ev_per_a=3.2 smiles="CCC[C@@H](C)[C@H]1[NH2+]C[C@@](CCCI)([PH2]=O)O1" charge=+1 homo_lumo_gap_ev=8.91 e_tot_ev=-34763.4474 homo_energy_ha=-0.4462
I -3.06416 3.33076 -1.77103 0.10
P -1.42012 -0.99482 2.37156 1.47
O -0.24530 0.04969 0.18552 -0.53
O -1.09968 -2.43226 2.74764 -1.07
N 0.03953 -1.91447 -0.91390 -0.52
C -1.35856 -1.99060 -0.35756 -0.28
C -3.03939 0.33962 -1.25328 -0.43
C 3.13014 0.20950 -0.84272 -0.40
C 2.78744 1.71102 -0.66061 -0.42
C -1.43792 -0.70863 0.51480 -0.06
C 2.12745 -0.77356 -0.18351 -0.23
C -4.10332 1.46888 -1.40994 -0.51
C 2.22705 -0.84821 1.38385 -0.63
C -2.59192 0.32023 0.24234 -0.43
C 0.66954 -0.56580 -0.68211 0.26
C 2.90389 2.24706 0.80586 -0.62
H 4.16526 -0.03446 -0.55959 0.23
H -4.60967 1.58517 -0.43956 0.22
H 1.93833 -1.84511 1.74798 0.22
H -3.45152 -0.64068 -1.53894 0.20
H 3.43645 3.20686 0.82032 0.23
H -1.35018 -2.88508 0.29271 0.27
H -3.47707 0.10639 0.85940 0.22
H 1.87952 2.41646 1.18220 0.21
H 2.41957 -1.78921 -0.53241 0.20
H 3.28742 -0.67252 1.61900 0.24
H 0.03771 -2.26634 -1.87136 0.45
H 0.72940 0.02519 -1.61048 0.21
H 0.53394 -2.60176 -0.34259 0.45
H -2.71698 -0.62108 2.83838 -0.05
H -2.19245 1.31130 0.51866 0.26
H 1.80874 1.99543 -1.08022 0.20
H 3.08255 0.01259 -1.93480 0.21
H 3.41820 1.55180 1.48194 0.21
H -4.85990 1.22863 -2.16344 0.24
H 3.53371 2.26592 -1.25771 0.23
H -2.16516 -2.20340 -1.06687 0.26
H 1.63141 -0.04049 1.82634 0.22
H -0.45501 -0.09562 2.90286 -0.04
H -2.14893 0.54160 -1.86874 0.21

---

(5)
42
Properties=species:S:1:pos:R:3:mulliken_spin:R:1 method="wB97M-V/def2-TZVPD" fmax_ev_per_a=7.8 e_above_lowest_kj_mol=0.0 charge=+3 homo_lumo_gap_ev="6.33 / 5.77" e_tot_ev=-47830.8078 homo_energy_ha="-0.6438 / -0.7503" spin_multiplicity=5
Pt 0.01463 -0.32107 -1.21889 0.52
I -0.01872 -2.89546 -1.97606 1.25
P 2.35185 -0.18104 -0.62731 0.30
P -2.29869 -0.14742 -0.56473 0.30
O 0.09877 -2.75665 0.72447 0.21
O 0.07388 2.62795 -0.21683 -0.02
O 0.01782 1.67453 -3.27430 0.43
C 2.82973 1.18346 0.49839 0.01
C -3.11477 0.36838 -2.10409 0.02
C 3.14327 0.34373 -2.17836 0.02
C 0.05183 1.51476 -0.55358 0.15
C 0.01140 0.47828 -3.34254 0.23
C 0.04560 -0.67538 1.85560 0.08
C -0.00113 -0.31589 -4.65624 0.19
C -2.73406 1.22344 0.56349 0.01
C 3.14176 -1.69682 -0.03870 0.04
C 0.05028 -1.52978 0.64763 0.17
C -3.11402 -1.65396 0.02229 0.04
H 4.20634 0.50990 -1.94548 0.01
H 2.55332 0.97651 1.54205 0.00
H -2.47491 1.00623 1.60313 0.00
H -2.62018 1.29309 -2.45156 0.00
H 2.66921 1.28463 -2.50109 0.01
H 0.86350 -0.97742 -4.73526 -0.01
H -3.12073 -1.70853 1.11388 0.00
H -0.87772 -0.96282 -4.73263 -0.01
H 0.00288 0.35453 -5.52848 0.00
H 3.15649 -1.72807 1.05635 0.00
H 3.01421 -0.44596 -2.93046 0.00
H -3.01431 -0.42531 -2.84550 0.00
H 3.91852 1.28004 0.43354 0.01
H -3.81202 1.38425 0.50221 0.01
H 2.61271 -2.58480 -0.40480 0.00
H -2.22942 2.14570 0.25099 0.00
H 4.17342 -1.72082 -0.39570 0.01
H -0.68422 0.12254 1.75984 0.00
H 2.37104 2.12405 0.17318 0.00
H -0.25328 -1.26157 2.71720 0.01
H 1.05182 -0.32479 2.07740 -0.01
H -4.15542 -1.66807 -0.31802 0.01
H -2.61278 -2.54725 -0.35994 0.00
H -4.17019 0.57060 -1.87298 0.01

---

(6)
40
Properties=species:S:1:pos:R:3:mulliken_spin:R:1 method="wB97M-V/def2-TZVPD" fmax_ev_per_a=4.3 charge=+2 homo_lumo_gap_ev="10.03 / 9.32" e_tot_ev=-51287.1017 homo_energy_ha="-0.6567 / -0.6569" spin_multiplicity=6
Mn 0.81813 0.62391 -0.59268 4.79
O 2.72593 -0.22565 -1.54110 0.04
O 1.47802 -2.17898 -1.97007 0.00
O -0.11043 -0.35496 1.00807 -0.03
O -1.14704 -2.30413 0.23508 0.00
C 1.13975 -2.71891 -0.67668 0.01
C -1.23552 3.61044 -1.17438 0.01
C -1.70864 1.05811 -1.45809 -0.01
C 2.71858 -1.59063 -2.05976 0.00
C -0.40021 -0.60273 2.42059 0.01
C -1.04755 -0.37210 -1.32264 0.16
C -1.03800 2.20753 -0.63437 0.08
C 0.81974 1.58338 2.90421 0.02
C -0.39930 0.70569 3.17500 0.00
C -1.13896 -0.94823 0.12994 0.00
C -0.34962 -3.03739 -0.69617 0.00
H -0.50353 3.82897 -1.93446 0.00
H -1.31567 1.21678 2.90983 0.00
H 0.07891 2.04845 -0.58077 -0.02
H -2.22986 3.72083 -1.57449 0.00
H 1.58268 1.39284 3.64134 0.00
H -0.72488 -2.97365 -1.70499 0.00
H -1.36950 -1.06534 2.51922 0.00
H 3.48945 -2.18182 -1.57721 0.00
H -0.47129 0.43928 4.21742 0.00
H 1.42405 -2.04595 0.13034 0.00
H -1.70011 1.29314 -2.50934 -0.01
H -2.08223 -0.58673 0.51882 0.01
H -2.73245 0.95701 -1.12846 0.00
H 0.53256 2.61756 2.99019 0.00
H 0.03117 -0.23375 -1.60220 -0.10
H 1.24037 1.43146 1.91216 0.01
H 2.95110 -1.50058 -3.10531 0.00
H -1.07775 4.31195 -0.37048 0.00
H -1.41517 2.15051 0.37777 -0.01
H 3.05492 -0.29416 -0.62466 0.01
H 0.35002 -1.28333 2.78681 0.00
H -0.46358 -4.07163 -0.42144 0.00
H -1.48615 -1.00160 -2.07206 0.02
H 1.71204 -3.62560 -0.54499 0.00